Entry 1:
Here is a molecular structure, C15H22IrN7O10P2 from the OMol25 dataset. Energies are from wB97M-V/def2-TZVPD.

```
! wB97M-V def2-TZVPD RIJCOSX def2/J DEFGRID3
* xyz 0 1
Ir 0.60310 0.09508 -1.46538
O -1.29106 -0.21885 -2.39882
P -1.02309 -1.89086 -2.47774
O -1.62054 -2.43968 -3.69238
O 0.50361 -1.85865 -2.32434
O -1.64934 -2.35799 -1.10279
P -0.84299 -2.08854 0.34684
O 0.34630 -3.14036 0.23746
O -1.74909 -2.37736 1.45364
O -0.28417 -0.66680 0.22043
H -2.02477 0.03687 -1.81912
H 0.85797 -2.99108 -0.57398
N 2.39309 0.33722 -0.53515
C 2.74700 1.77601 -0.63439
C 1.47774 2.61292 -0.50747
O 1.52978 3.78335 -0.21209
O 0.37479 1.95707 -0.77217
H 2.26356 0.16863 0.48746
H 3.14392 -0.24355 -0.88996
H 3.18444 1.97577 -1.61287
H 3.44860 2.05683 0.14753
N -0.08536 -1.08609 -5.99626
C 0.67615 -0.08985 -6.45209
N 0.81923 0.04040 -7.78356
N 1.32561 0.79360 -5.70930
C 1.26510 0.70865 -4.41609
N 1.27145 0.69347 -3.26009
H -0.56161 -1.70523 -6.62809
H -0.26854 -1.25624 -5.01633
H 0.27436 -0.49832 -8.43008
H 1.32705 0.83966 -8.11737
C -1.74372 -0.60145 4.62571
N -0.57102 -0.76417 3.79419
N 0.07978 0.32070 3.23206
C 1.31069 -0.11250 2.74433
O 2.07074 0.61773 2.08093
C 1.41917 -1.47876 3.12777
C 0.25160 -1.82617 3.75279
C -0.16999 -3.13328 4.31989
C -0.67577 1.37570 2.64656
C -0.12654 2.64740 2.60846
C -0.83421 3.67318 2.00002
C -2.09163 3.43591 1.46874
C -2.63516 2.15919 1.51999
C -1.92382 1.11697 2.09145
H -1.90723 0.45877 4.79757
H -1.58926 -1.09197 5.58613
H -2.62362 -1.02262 4.13859
H 2.25091 -2.12411 2.90810
H 0.61693 -3.86831 4.17116
H -1.07123 -3.47342 3.80796
H -0.37712 -3.06060 5.38909
H 0.85749 2.81764 3.02096
H -0.38681 4.65440 1.92700
H -2.64202 4.24099 0.99980
H -3.61323 1.96826 1.09501
H -2.30719 0.10444 2.08032
*
```

Calculated values
Total energy   -68243.98563 eV
HOMO   -7.882 eV
Gap between HOMO and LUMO   7.95 eV
Energy above the lowest of the compared OMol25 structures with the same formula, charge and spin   0.539 eV

***

Entry 2:
Here is C15H22N2O in the gas phase from the OMol25 dataset. Energies are from wB97M-V/def2-TZVPD.

```
! wB97M-V def2-TZVPD RIJCOSX def2/J DEFGRID3
* xyz 0 1
O -1.28501 -0.61524 -0.54105
C -0.50703 0.24420 -0.18813
N 0.14878 0.18538 0.99878
H 0.71717 0.96226 1.29603
C -0.10043 -0.86181 1.96685
C -0.90551 -0.35995 3.13577
C -2.13343 0.25955 2.92540
C -2.83830 0.72688 4.02180
N -2.40672 0.61559 5.26717
C -1.24343 0.02315 5.46758
C -0.45326 -0.47721 4.44359
H 0.49213 -0.95165 4.66111
H -0.92800 -0.04988 6.50030
H -3.79724 1.21379 3.90229
H -2.52620 0.36301 1.92559
H 0.85131 -1.28115 2.30812
H -0.66415 -1.63403 1.43259
C -0.19469 1.48213 -1.01208
C -0.19963 1.18146 -2.51236
H -0.99233 0.45657 -2.70815
H -0.43479 2.09689 -3.05993
C 1.13277 0.63342 -3.03226
C 1.49325 -0.70899 -2.39558
C 2.80765 -1.24725 -2.95425
C 2.72881 -1.39806 -4.46930
C 2.38383 -0.05880 -5.11124
C 1.06799 0.47431 -4.55344
H 0.83478 1.43694 -5.01494
H 0.26226 -0.21939 -4.80356
H 2.30721 -0.17175 -6.19479
H 3.18291 0.65802 -4.90600
H 3.68048 -1.76630 -4.85877
H 1.95739 -2.12933 -4.72036
H 3.03551 -2.21143 -2.49465
H 3.61793 -0.55767 -2.70264
H 1.58109 -0.59951 -1.31288
H 0.69061 -1.42309 -2.58957
H 1.92421 1.35606 -2.79466
H 0.75858 1.91825 -0.70825
H -0.98459 2.20509 -0.78870
*
```

Calculated values
Total energy   -20940.86743 eV
HOMO   -9.666 eV
SMILES   O=C(CCC1CCCCC1)NCc1ccncc1
Gap between HOMO and LUMO   10.34 eV
Energy above the lowest of the compared OMol25 structures with the same formula, charge and spin   0.058 eV

***

- Which value of HOMO does entry 1 give?
  -7.882 eV

***

- Among the records above, which one has the lowest gap between HOMO and LUMO?
  C15H22IrN7O10P2

***

- total energy of number 1 (C15H22IrN7O10P2)?
  -68243.98563 eV

***

- Number 1 is which compound?
  C15H22IrN7O10P2